Arrangement i

{
  "formula": "C4H9NO2",
  "method": "ωB97M-V/def2-TZVPD",
  "homo_lumo_gap_ha": 0.38572,
  "spin_multiplicity": 1,
  "homo_ha": -0.366,
  "e_lumo_ha": 0.020,
  "symbols": ["C", "O", "H", "C", "H", "H", "O", "H", "H", "H", "C", "C", "H", "N", "H", "H"],
  "positions_angstrom": [[-0.6146, -0.4886, -0.7337], [-0.9225, -0.5637, 1.7017], [-0.8947, 0.4043, 1.7138], [0.1508, -1.1105, -1.8994], [-0.0613, 2.8912, 2.5018], [-0.5198, 0.6066, -0.7737], [1.8764, 2.0287, 0.2468], [-0.1631, -2.0891, 0.6371], [-1.6854, -0.7114, -0.8146], [0.9357, -0.7126, 0.7586], [-0.1244, -0.9942, 0.6204], [0.9914, 2.2244, 0.9819], [-0.2276, -0.7462, -2.8599], [-0.0157, 2.3356, 1.6627], [1.2198, -0.8718, -1.8498], [0.0552, -2.2030, -1.8938]],
  "lowdin_charge": [-0.26, -0.08, 0.03, -0.11, 0.10, 0.09, 0.17, 0.12, 0.11, 0.11, -0.30, -0.38, 0.07, 0.17, 0.07, 0.07]
}

=====

Arrangement ii

{
  "formula": "C4H9NO2",
  "method": "ωB97M-V/def2-TZVPD",
  "homo_lumo_gap_ha": 0.36612,
  "spin_multiplicity": 1,
  "homo_ha": -0.340,
  "e_lumo_ha": 0.026,
  "symbols": ["H", "H", "H", "H", "O", "C", "H", "C", "H", "N", "C", "H", "H", "H", "C", "O"],
  "positions_angstrom": [[-2.7183, 0.5742, 0.3893], [0.2442, -2.6073, -0.3341], [0.2071, 1.2338, -1.4053], [-0.3252, -0.8087, -1.7571], [-1.8581, 0.9068, 0.0616], [0.3033, 1.0272, 0.8208], [1.0173, 0.6959, 1.6033], [-0.9976, 0.5065, 1.0985], [0.2692, 2.0931, 0.8407], [0.5899, -1.7197, 0.0190], [0.7823, 0.6713, -0.6785], [1.4813, -1.0631, -1.6760], [-0.0138, -1.5211, 0.8767], [1.7988, 0.9639, -0.8188], [0.5055, -0.7760, -1.1119], [-1.2860, -0.1767, 2.0719]],
  "lowdin_charge": [0.13, 0.06, 0.10, 0.08, 0.08, -0.10, 0.14, -0.54, 0.12, -0.01, -0.15, 0.13, 0.07, 0.09, -0.28, 0.09]
}

=====

Stability check: which of them is most stable? arrangement i.

=====

Arrangement i

{
  "formula": "C4H9NO2",
  "method": "ωB97M-V/def2-TZVPD",
  "homo_lumo_gap_ha": 0.31936,
  "spin_multiplicity": 1,
  "homo_ha": -0.287,
  "e_lumo_ha": 0.032,
  "symbols": ["C", "H", "H", "H", "H", "O", "H", "C", "H", "N", "O", "H", "H", "C", "H", "C"],
  "positions_angstrom": [[1.1711, -1.1430, -0.6336], [-1.9539, -0.1873, 1.2093], [0.3583, -1.6750, -1.0688], [3.1425, -0.1884, 0.7432], [-1.3742, -1.3592, -0.0019], [0.0280, -0.1609, 1.2046], [2.1661, 0.6728, 1.8472], [-1.2531, -0.3386, 0.3965], [2.0921, -1.3210, -1.1429], [2.2617, -0.0965, 1.2138], [-1.4899, 1.9547, -0.1293], [-2.4894, 0.4609, -1.1315], [-1.5282, 2.5997, -0.8435], [1.1409, -0.4920, 0.5332], [-0.7686, 0.5949, -1.4985], [-1.5033, 0.6789, -0.6978]],
  "lowdin_charge": [0.01, 0.12, 0.04, 0.10, 0.12, -0.03, 0.10, -0.11, 0.04, 0.13, -0.05, 0.12, 0.09, -0.53, 0.11, -0.27]
}

=====

Arrangement ii

{
  "formula": "C4H9NO2",
  "method": "ωB97M-V/def2-TZVPD",
  "homo_lumo_gap_ha": 0.38799,
  "spin_multiplicity": 1,
  "homo_ha": -0.353,
  "e_lumo_ha": 0.035,
  "symbols": ["O", "H", "H", "H", "H", "H", "C", "H", "N", "O", "H", "C", "C", "H", "C", "H"],
  "positions_angstrom": [[1.4227, -0.2408, 0.7638], [-1.6215, -2.1325, 0.8732], [2.4610, -0.0540, -0.9987], [-0.0939, -0.3695, 2.0733], [1.2820, 1.2487, -0.7022], [-1.7652, -1.9582, -0.8943], [-1.1340, -1.7430, -0.0298], [-1.6504, 2.2753, -1.2482], [-1.4874, 0.5021, -0.7252], [-1.1553, 1.8457, -0.5399], [0.0630, 1.2389, 1.3322], [0.1235, 0.1623, 1.1409], [-0.8863, -0.2691, 0.0948], [-0.1728, -2.2582, -0.1358], [2.0155, 0.5854, -0.2278], [2.8115, 1.1953, 0.2208]],
  "lowdin_charge": [-0.18, 0.08, 0.09, 0.13, 0.08, 0.08, -0.03, 0.09, 0.04, -0.08, 0.12, -0.18, -0.33, 0.08, -0.09, 0.09]
}

=====

Arrangement iii

{
  "formula": "C4H9NO2",
  "method": "ωB97M-V/def2-TZVPD",
  "homo_lumo_gap_ha": 0.36849,
  "spin_multiplicity": 1,
  "homo_ha": -0.341,
  "e_lumo_ha": 0.027,
  "symbols": ["C", "H", "H", "N", "H", "O", "C", "H", "H", "C", "C", "O", "H", "H", "H", "H"],
  "positions_angstrom": [[-1.8351, -0.8992, -0.6058], [2.2183, 1.3088, -0.7798], [-1.2696, -1.0816, 1.9391], [-0.5294, -0.5476, 1.5006], [-0.7152, 0.4256, 1.7348], [-0.1926, 1.6965, -0.4767], [1.8562, 0.5036, -0.1434], [1.9588, 0.6434, 0.9265], [0.1046, 2.0308, 0.3776], [-0.4429, -0.6821, 0.0517], [0.3940, 0.3949, -0.6279], [-2.0589, -1.9355, -1.1706], [2.4469, -0.3709, -0.4334], [0.4317, 0.1464, -1.6882], [-2.5173, -0.0401, -0.5042], [0.1503, -1.5929, -0.1003]],
  "lowdin_charge": [-0.20, 0.08, 0.08, 0.06, 0.07, -0.04, -0.04, 0.08, 0.08, -0.34, -0.39, 0.06, 0.08, 0.15, 0.13, 0.14]
}

=====

Stability check: which of them is most stable? arrangement iii.

=====

Arrangement i

{
  "formula": "C4H9NO2",
  "method": "ωB97M-V/def2-TZVPD",
  "homo_lumo_gap_ha": 0.34169,
  "spin_multiplicity": 1,
  "homo_ha": -0.314,
  "e_lumo_ha": 0.028,
  "symbols": ["C", "H", "H", "C", "H", "H", "H", "H", "O", "C", "C", "H", "H", "H", "O", "N"],
  "positions_angstrom": [[-0.1797, 0.8113, -0.1269], [-1.1585, -0.7254, -1.9930], [0.5152, -0.2771, -2.4338], [0.4895, 1.4665, 1.0540], [-0.0891, 2.8228, 2.1873], [-1.2673, 0.8261, 0.0507], [-0.9622, -1.3746, 1.0411], [0.8145, -1.3573, 1.4200], [-0.0374, 2.7361, 1.2241], [-0.0966, -0.9104, -1.7890], [0.0600, -1.4759, 0.6466], [0.2140, -2.4919, 0.2833], [0.0098, 1.4184, -1.0143], [0.1562, -1.9425, -1.9593], [1.2537, 1.0029, 1.8432], [0.2778, -0.5288, -0.4339]],
  "lowdin_charge": [-0.14, 0.08, 0.08, -0.48, 0.12, 0.14, 0.09, 0.07, 0.07, -0.09, -0.09, 0.08, 0.13, 0.08, 0.13, -0.28]
}

=====

Arrangement ii

{
  "formula": "C4H9NO2",
  "method": "ωB97M-V/def2-TZVPD",
  "homo_lumo_gap_ha": 0.39501,
  "spin_multiplicity": 1,
  "homo_ha": -0.361,
  "e_lumo_ha": 0.034,
  "symbols": ["H", "H", "C", "H", "N", "H", "H", "H", "C", "H", "H", "H", "C", "O", "C", "O"],
  "positions_angstrom": [[1.6278, -0.0643, 0.9082], [1.5776, -1.2885, -1.1589], [-1.3362, 1.3099, 0.3273], [-1.8300, 1.9899, 1.0087], [0.0494, 1.2112, 0.5795], [-1.8979, 0.4326, 0.0121], [-0.1004, -0.7983, -1.4813], [0.7379, 1.2976, -1.8002], [0.8708, -0.4572, -1.0843], [-1.1265, -1.4104, 0.5939], [-0.3243, -1.0885, 2.1406], [0.3929, -2.2050, 0.9784], [0.6580, -0.1361, 0.3968], [1.4087, 0.5982, -1.8260], [-0.1518, -1.2579, 1.0716], [-0.5559, 1.8666, -0.6663]],
  "lowdin_charge": [0.14, 0.13, -0.23, 0.12, 0.04, 0.12, 0.12, 0.06, -0.25, 0.07, 0.08, 0.09, -0.34, -0.05, -0.06, -0.05]
}

=====

Arrangement iii

{
  "formula": "C4H9NO2",
  "method": "ωB97M-V/def2-TZVPD",
  "homo_lumo_gap_ha": 0.37846,
  "spin_multiplicity": 1,
  "homo_ha": -0.361,
  "e_lumo_ha": 0.018,
  "symbols": ["O", "C", "H", "O", "C", "H", "N", "H", "H", "C", "H", "H", "H", "H", "H", "C"],
  "positions_angstrom": [[0.1343, -2.3350, -0.2425], [-1.6729, 0.7190, -3.0281], [-0.3700, 0.3086, 2.6326], [-0.6081, -0.1625, -2.7074], [-0.2167, -1.4004, -0.8530], [0.8830, 1.5533, 2.6278], [-0.6040, -0.3311, -1.3230], [1.3011, -1.3894, 1.7788], [-2.6440, 0.2610, -2.8104], [0.5579, 0.6255, 2.1436], [-1.5767, 0.9001, -4.0998], [-1.5774, 1.6575, -2.4731], [2.5528, -0.1443, 1.7312], [0.3204, 0.8594, 1.0994], [1.8869, -0.6680, 3.2839], [1.6334, -0.4537, 2.2402]],
  "lowdin_charge": [0.18, -0.10, 0.06, -0.16, -0.25, 0.06, 0.07, 0.04, 0.09, -0.17, 0.09, 0.09, 0.07, 0.04, 0.06, -0.17]
}

=====

Arrangement iv

{
  "formula": "C4H9NO2",
  "method": "ωB97M-V/def2-TZVPD",
  "homo_lumo_gap_ha": 0.36535,
  "spin_multiplicity": 1,
  "homo_ha": -0.335,
  "e_lumo_ha": 0.030,
  "symbols": ["H", "H", "H", "C", "H", "N", "O", "O", "C", "H", "H", "H", "C", "H", "C", "H"],
  "positions_angstrom": [[1.3524, 2.6499, -1.8291], [-0.8874, -2.9005, 2.0595], [1.7919, 2.3108, -0.1535], [-0.2055, 0.4950, 0.2083], [-0.4651, 1.2015, -1.6444], [-0.0603, 1.5426, -0.7764], [-0.0258, -1.9558, 0.4894], [0.2536, -1.0901, -1.5351], [0.0011, -0.9071, -0.3724], [-2.0328, -2.2487, 0.8534], [1.9376, 1.0266, -1.3861], [0.5335, 0.6389, 1.0082], [1.3308, 1.8818, -1.0513], [-1.1891, 0.5657, 0.6908], [-1.1085, -2.0524, 1.4094], [-1.2263, -1.1580, 2.0293]],
  "lowdin_charge": [0.08, 0.09, 0.08, -0.16, 0.10, -0.12, -0.05, 0.13, -0.47, 0.10, 0.08, 0.14, -0.13, 0.12, -0.06, 0.08]
}

=====

Stability check: which of them is most stable? arrangement i.

=====

Arrangement i

{
  "formula": "C4H9NO2",
  "method": "ωB97M-V/def2-TZVPD",
  "homo_lumo_gap_ha": 0.31590,
  "spin_multiplicity": 1,
  "homo_ha": -0.305,
  "e_lumo_ha": 0.011,
  "symbols": ["H", "O", "O", "N", "C", "C", "C", "H", "H", "H", "H", "H", "H", "H", "H", "C"],
  "positions_angstrom": [[-2.3592, -0.1014, 0.1351], [1.0316, 0.3378, 1.4871], [-0.4949, -0.3060, -0.8470], [-1.3118, 1.7307, -0.2219], [0.3609, -0.8959, 1.3901], [-1.5341, 0.5316, -0.2027], [0.1412, -1.3270, -0.0568], [0.9971, 1.8602, -0.6790], [1.2174, 0.4541, -1.8011], [1.1010, -1.5077, -0.5489], [-0.4515, -2.2493, -0.1135], [-0.6002, -0.8713, 1.9223], [0.3809, 1.0307, 1.2892], [0.9846, -1.6504, 1.8825], [-0.0081, 1.7390, -2.2062], [0.5451, 1.2249, -1.4293]],
  "lowdin_charge": [0.12, -0.06, -0.21, 0.08, -0.25, -0.37, -0.16, 0.05, 0.06, 0.12, 0.13, 0.12, 0.06, 0.13, 0.06, 0.14]
}

=====

Arrangement ii

{
  "formula": "C4H9NO2",
  "method": "ωB97M-V/def2-TZVPD",
  "homo_lumo_gap_ha": 0.36009,
  "spin_multiplicity": 1,
  "homo_ha": -0.334,
  "e_lumo_ha": 0.026,
  "symbols": ["H", "O", "H", "H", "H", "H", "O", "H", "H", "C", "C", "C", "N", "H", "C", "H"],
  "positions_angstrom": [[-1.2128, -1.0562, 1.8949], [0.4934, -1.2417, -1.4606], [0.0021, -2.2354, 0.8665], [-1.3809, -1.5231, -0.7959], [2.0826, 2.0526, 0.4657], [0.9325, 2.3014, -0.9064], [-1.8133, -1.1840, -0.0545], [0.7810, 3.3256, 0.7603], [-0.9352, 1.5395, 1.0642], [-0.6699, -1.2478, 0.9024], [1.0349, 2.4269, 0.2924], [0.1917, 1.3865, 0.9705], [0.7114, -0.1104, -0.8422], [0.7825, -0.9302, -2.4525], [0.1239, -0.0165, 0.3496], [0.4435, 1.4098, 2.0302]],
  "lowdin_charge": [0.13, -0.11, 0.15, 0.01, 0.09, 0.12, -0.08, 0.04, 0.14, -0.13, -0.12, -0.25, -0.06, 0.20, -0.24, 0.10]
}

=====

Arrangement iii

{
  "formula": "C4H9NO2",
  "method": "ωB97M-V/def2-TZVPD",
  "homo_lumo_gap_ha": 0.39278,
  "spin_multiplicity": 1,
  "homo_ha": -0.363,
  "e_lumo_ha": 0.029,
  "symbols": ["H", "C", "H", "O", "C", "C", "H", "H", "C", "N", "H", "H", "H", "O", "H", "H"],
  "positions_angstrom": [[1.0290, 0.3695, -2.5363], [-1.4011, 0.5672, 0.5332], [-3.2890, -0.1099, 0.1492], [1.8929, -0.9752, -0.2042], [0.0066, 0.0501, 0.7703], [0.6360, -0.4132, -0.5452], [-2.1518, -1.3779, 0.4771], [0.6020, 0.8659, 1.1887], [0.7786, 0.7377, -1.5347], [-2.3380, -0.4024, 0.3123], [0.0130, -0.7850, 1.4806], [1.5757, 1.4072, -1.1946], [-0.0117, -1.1917, -0.9835], [-1.6720, 1.7527, 0.4614], [-0.1448, 1.3215, -1.6019], [2.3761, -1.1357, -1.0244]],
  "lowdin_charge": [0.08, -0.55, 0.11, -0.04, -0.08, -0.45, 0.10, 0.13, -0.04, 0.16, 0.13, 0.09, 0.14, 0.05, 0.08, 0.09]
}

=====

Stability check: which of them is most stable? arrangement iii.